# 1
Density functional theory data (ωB97M-V/def2-TZVPD) for a molecular structure, C19H15KN10.

Output
Highest occupied orbital energy, hartree: -0.26681
Gap between HOMO and LUMO, eV: 7.024
Largest force on an atom, eV/Å: 3.51
Energy relative to the best compared isomer or geometry (same formula, charge and spin), kcal/mol: 0.0
Electronic energy, hartree: -1880.46893

```
! wB97M-V def2-TZVPD RIJCOSX def2/J DEFGRID3
* xyz 0 1
K -1.493 -0.107 1.156
C -2.222 4.614 0.293
C -1.260 5.161 -0.536
C -0.261 4.412 -1.101
C -0.134 3.063 -0.675
N -0.981 2.526 0.274
C -2.041 3.267 0.671
N 0.982 2.382 -1.012
C 1.122 1.122 -1.279
N 0.317 0.022 -1.060
C 1.126 -1.055 -1.471
N 0.988 -2.320 -1.218
C -0.127 -2.967 -0.849
C -0.559 -4.070 -1.752
C -1.577 -4.835 -1.383
C -2.133 -4.664 -0.072
C -1.818 -3.497 0.620
N -0.831 -2.644 0.258
C 2.317 -0.642 -2.172
C 3.043 -1.306 -3.126
C 3.887 -0.578 -3.964
C 3.958 0.800 -3.781
C 3.201 1.488 -2.841
C 2.335 0.759 -2.046
H -3.098 5.111 0.690
H -1.287 6.256 -0.798
H 0.532 4.787 -1.744
H -2.724 2.762 1.359
H 0.022 -4.213 -2.654
H -1.990 -5.574 -2.069
H -2.861 -5.333 0.296
H -2.373 -3.275 1.546
H 3.034 -2.369 -3.161
H 4.418 -1.036 -4.778
H 4.620 1.391 -4.407
H 3.303 2.591 -2.749
N -1.232 -1.930 4.740
N -1.065 -0.595 4.941
N -1.201 0.094 6.086
C -1.036 1.389 5.650
N -0.635 1.411 4.375
N -0.722 0.232 3.885
H -1.752 -2.407 5.488
H -0.681 -2.492 4.111
H -1.110 2.269 6.254
*
```


# 2
Density functional theory data (ωB97M-V/def2-TZVPD) for a molecular structure, C19H15N5O2RuS.

Output
Highest occupied orbital energy (alpha / beta), hartree: -0.41684 / -0.41405
Gap between HOMO and LUMO (alpha / beta), eV: 6.789 / 6.318
Largest force on an atom, eV/Å: 2.93
Energy relative to the best compared isomer or geometry (same formula, charge and spin), kcal/mol: 0.0
Electronic energy, hartree: -1650.20306

```
! wB97M-V def2-TZVPD RIJCOSX def2/J DEFGRID3
* xyz 1 2
Ru -0.866 1.041 -1.721
N -1.696 4.163 1.202
C -1.474 3.067 0.474
S -1.377 3.253 -1.277
N -1.342 1.919 1.083
N -0.998 0.876 0.297
C -0.968 -0.316 0.821
C -1.154 -0.593 2.257
C -0.628 0.246 3.244
C -0.764 -0.074 4.583
C -1.441 -1.224 4.964
C -2.000 -2.045 3.998
C -1.859 -1.734 2.656
C -0.723 -1.385 -0.161
C -0.381 -2.693 0.151
C -0.177 -3.612 -0.865
C -0.300 -3.209 -2.184
C -0.580 -1.881 -2.437
N -0.776 -1.001 -1.452
H -1.936 5.029 0.751
H -1.893 4.055 2.184
H -0.076 1.126 2.955
H -0.329 0.570 5.336
H -1.533 -1.479 6.012
H -2.560 -2.923 4.290
H -2.340 -2.355 1.911
H -0.242 -2.964 1.186
H 0.096 -4.633 -0.633
H -0.160 -3.900 -3.003
H -0.653 -1.497 -3.446
O 0.929 1.185 -5.322
C 0.620 1.186 -4.163
O -0.586 1.214 -3.667
C 1.694 1.125 -3.094
C 3.027 1.030 -3.444
C 3.974 0.983 -2.435
C 3.557 1.039 -1.112
C 2.207 1.135 -0.838
N 1.299 1.174 -1.813
H 3.278 0.998 -4.495
H 5.027 0.907 -2.671
H 4.267 1.011 -0.299
H 1.837 1.190 0.177
*
```